Entry 1:
Here is a cluster of 3 separate species, C16H37BI2NO3 in total from the Open Molecules 2025 dataset. Energies are from ωB97M-V with the def2-TZVPD basis set.

The HOMO-LUMO gap comes out at 0.300 Eh. Its net charge is +1.

Element x y z (Å)
C  0.961  0.277  4.423
B  0.063  -0.769  3.715
O  -0.819  -1.417  4.520
C  0.033  -1.024  2.108
C  1.125  -1.864  1.413
I  3.055  -1.099  1.835
C  1.069  -3.435  1.605
C  -0.090  -4.009  2.415
I  2.806  -4.249  2.598
C  0.077  0.436  1.518
C  -1.035  0.506  0.459
C  -2.128  -0.237  1.188
N  -1.360  -1.458  1.625
H  1.634  0.819  3.772
H  1.531  -0.200  5.215
H  0.302  1.000  4.906
H  -1.209  -2.211  4.159
H  1.027  -1.684  0.343
H  1.103  -3.920  0.638
H  -0.018  -3.716  3.457
H  -1.066  -3.796  1.986
H  -0.010  -5.090  2.408
H  -0.197  1.187  2.251
H  1.019  0.688  1.054
H  -0.785  -0.039  -0.448
H  -1.369  1.524  0.298
H  -2.388  0.289  2.102
H  -3.018  -0.506  0.634
H  -1.193  -1.981  0.761
H  -1.870  -2.124  2.197
C  5.047  -2.228  -1.399
C  3.763  -2.290  -2.207
O  3.271  -1.032  -2.625
C  4.131  -0.280  -3.469
C  4.478  -0.973  -4.775
H  4.910  -1.566  -0.545
H  5.307  -3.224  -1.039
H  5.893  -1.855  -1.977
H  2.967  -2.706  -1.583
H  3.877  -2.968  -3.060
H  5.042  0.004  -2.931
H  3.587  0.641  -3.676
H  5.054  -1.885  -4.616
H  5.078  -0.309  -5.397
H  3.572  -1.237  -5.321
C  -2.985  5.399  -1.399
C  -2.993  3.941  -1.823
O  -3.548  3.058  -0.857
C  -4.902  3.302  -0.505
C  -5.874  3.209  -1.667
H  -2.458  5.521  -0.452
H  -2.484  6.001  -2.155
H  -3.993  5.796  -1.276
H  -1.969  3.596  -1.966
H  -3.502  3.823  -2.785
H  -4.997  4.270  -0.002
H  -5.144  2.539  0.236
H  -5.690  3.978  -2.418
H  -6.894  3.337  -1.308
H  -5.796  2.237  -2.157

Entry 2:
Here is a cluster of 31 separate species, H62O31 in total from the Open Molecules 2025 dataset. Energies are from ωB97M-V with the def2-TZVPD basis set.

The calculation puts the energy above the lowest of the compared OMol25 structures with the same formula, charge and spin at 106.5 kcal per mole. The HOMO-LUMO gap comes out at 0.295 Eh. Its net charge is 0.

Element x y z (Å)
O  -7.978  6.962  -22.671
H  -8.924  7.022  -22.804
H  -7.603  7.488  -23.378
O  -5.325  5.897  -17.682
H  -4.954  5.605  -18.515
H  -5.121  6.831  -17.642
O  -9.388  9.651  -20.505
H  -10.006  10.356  -20.310
H  -9.909  8.997  -20.971
O  -8.643  5.599  -16.944
H  -8.281  6.400  -16.565
H  -8.597  5.739  -17.890
O  -14.041  7.224  -18.322
H  -14.667  6.566  -18.622
H  -13.216  6.747  -18.231
O  -7.167  6.892  -12.837
H  -7.544  6.035  -13.036
H  -6.724  6.771  -11.997
O  -13.078  2.917  -19.200
H  -13.295  2.009  -18.990
H  -12.514  3.202  -18.482
O  -8.906  5.803  -19.662
H  -8.394  6.492  -20.087
H  -9.318  5.330  -20.385
O  -4.098  2.115  -17.625
H  -4.819  2.415  -17.073
H  -3.883  2.872  -18.171
O  -10.813  3.922  -12.429
H  -10.365  3.374  -13.074
H  -11.164  3.301  -11.790
O  -11.927  2.427  -16.307
H  -11.065  2.726  -16.597
H  -11.753  1.929  -15.509
O  -11.333  8.621  -15.985
H  -10.467  8.852  -15.649
H  -11.193  8.461  -16.918
O  -9.488  2.956  -17.186
H  -8.725  2.425  -17.418
H  -9.152  3.851  -17.143
O  -11.449  5.840  -17.934
H  -11.028  5.962  -17.083
H  -10.846  5.281  -18.423
O  -4.162  3.814  -19.883
H  -3.373  3.521  -20.338
H  -4.715  4.182  -20.573
O  -5.783  4.759  -22.092
H  -5.508  4.725  -23.008
H  -6.356  5.524  -22.041
O  -7.093  1.902  -17.715
H  -7.303  2.381  -18.516
H  -6.880  1.018  -18.012
O  -7.962  10.096  -17.018
H  -7.597  9.654  -16.252
H  -7.437  9.777  -17.752
O  -5.740  3.778  -16.070
H  -5.834  4.504  -16.686
H  -6.365  3.121  -16.377
O  -6.066  8.873  -19.024
H  -5.459  8.446  -19.629
H  -6.488  9.553  -19.548
O  -7.932  4.550  -14.220
H  -8.417  4.636  -15.040
H  -8.144  3.671  -13.907
O  -7.516  2.785  -21.018
H  -6.803  3.279  -21.423
H  -8.302  3.298  -21.208
O  -9.941  10.402  -14.044
H  -10.382  9.948  -13.326
H  -9.023  10.146  -13.962
O  -9.626  4.444  -21.814
H  -10.477  4.864  -21.936
H  -9.451  4.008  -22.648
O  -6.091  3.158  -12.228
H  -6.212  3.556  -13.090
H  -5.658  2.324  -12.407
O  -9.869  6.811  -13.498
H  -9.815  5.855  -13.467
H  -8.975  7.107  -13.328
O  -5.182  10.915  -15.798
H  -5.224  9.962  -15.871
H  -6.072  11.178  -15.566
O  -9.010  2.074  -13.558
H  -8.812  1.481  -12.833
H  -9.818  1.727  -13.938
O  -13.559  7.633  -14.854
H  -12.696  7.955  -15.113
H  -14.163  8.329  -15.113
O  -4.263  5.930  -14.750
H  -5.035  5.365  -14.756
H  -3.843  5.772  -15.595
O  -7.263  9.204  -14.290
H  -7.181  8.351  -13.865
H  -6.934  9.827  -13.642

Entry 3:
Here is a structure of composition C38H46P2SiSr from the Open Molecules 2025 dataset. Energies are from ωB97M-V with the def2-TZVPD basis set.

The calculation puts the energy above the lowest of the compared OMol25 structures with the same formula, charge and spin at 0.0 kcal per mole. The HOMO-LUMO gap (spin up / spin down) comes out at 0.235 / 0.172 Eh. Its net charge is 0.

Element x y z (Å)
Sr  -0.438  0.096  -1.688
C  2.396  -4.724  3.215
C  2.065  -3.428  3.027
C  2.892  -2.291  2.463
C  2.782  -2.068  0.937
C  3.157  -3.266  0.099
C  3.866  -4.358  0.445
C  4.534  -4.665  1.753
C  3.705  -5.378  2.857
C  -0.935  -2.348  -0.962
H  1.685  -5.375  3.781
H  1.059  -3.082  3.340
H  3.957  -2.340  2.726
H  2.511  -1.362  2.919
H  1.749  -1.776  0.695
H  3.369  -1.184  0.626
H  2.814  -3.203  -0.940
H  3.993  -5.193  -0.273
H  4.951  -3.758  2.194
H  5.366  -5.343  1.496
H  3.537  -6.437  2.589
H  4.327  -5.410  3.773
H  -1.729  -2.903  -0.415
H  -0.059  -2.392  -0.262
H  -0.619  -2.951  -1.851
P  -2.505  3.475  0.288
P  -1.496  3.335  -2.613
C  -0.937  4.282  -0.102
C  -0.564  4.333  -1.403
C  -3.245  4.836  1.297
C  -2.504  5.878  1.870
C  -3.136  6.897  2.582
C  -4.524  6.887  2.738
C  -5.286  5.861  2.151
C  -4.654  4.851  1.420
C  -1.871  2.311  1.568
C  -0.928  1.389  1.063
C  -0.459  0.371  1.886
C  -0.686  0.451  3.270
C  -1.467  1.492  3.798
C  -2.083  2.424  2.945
C  -1.560  4.715  -3.892
C  -2.325  5.866  -3.602
C  -2.329  6.962  -4.468
C  -1.561  6.934  -5.642
C  -0.804  5.796  -5.942
C  -0.807  4.691  -5.078
C  -0.127  2.321  -3.260
C  -0.517  1.207  -4.078
C  0.485  0.348  -4.542
C  1.827  0.687  -4.374
C  2.184  1.775  -3.577
C  1.214  2.564  -2.990
H  -0.345  4.728  0.699
H  0.224  4.989  -1.800
H  -1.426  5.920  1.771
H  -2.536  7.696  3.017
H  -5.021  7.673  3.311
H  -6.376  5.849  2.265
H  -5.247  4.063  0.943
H  -0.403  1.631  0.109
H  0.069  -0.487  1.450
H  -0.240  -0.290  3.936
H  -1.594  1.580  4.874
H  -2.651  3.261  3.366
H  -2.901  5.911  -2.675
H  -2.924  7.849  -4.236
H  -1.556  7.794  -6.318
H  -0.202  5.769  -6.855
H  -0.198  3.822  -5.329
H  -1.578  0.910  -4.116
H  0.194  -0.503  -5.170
H  2.600  0.140  -4.919
H  3.238  2.042  -3.445
H  1.500  3.436  -2.376
C  0.823  -8.033  3.115
Si  0.585  -7.174  1.449
C  1.933  -7.640  0.236
C  -1.105  -7.644  0.746
H  1.743  -7.691  3.616
H  0.887  -9.122  2.949
H  -0.035  -7.828  3.778
H  2.098  -8.725  0.272
H  1.624  -7.369  -0.783
H  2.876  -7.127  0.457
H  -1.148  -8.741  0.600
H  -1.913  -7.342  1.439
H  -1.269  -7.148  -0.230

Entry 4:
Here is the molecule CH4ClOP from the Open Molecules 2025 dataset. Energies are from ωB97M-V with the def2-TZVPD basis set.

The calculation puts the energy above the lowest of the compared OMol25 structures with the same formula, charge and spin at 50.3 kcal per mole. The HOMO-LUMO gap comes out at 0.368 Eh. Its net charge is 0. The SMILES is OCPCl.

Element x y z (Å)
C  -0.308  -0.415  0.606
O  -0.073  0.817  1.412
P  1.040  -0.536  -0.884
Cl  0.764  1.404  -1.466
H  -1.289  -0.375  0.149
H  -0.348  -1.402  1.366
H  0.030  1.531  0.794
H  0.185  -1.024  -1.977

Looking at largest force on an atom for the records above, in order, we have 1.541; 1.016; 2.647; 3.572 eV/Å.